[1]
{"formula": "C22H26F2N3", "method": "ωB97M-V/def2-TZVPD", "molar_mass_g_mol": 370.5, "de_lowest_kcal_mol": 7.3, "e_lumo_ev": -5.70, "charge": 1, "elements": ["C", "C", "C", "F", "C", "C", "C", "C", "C", "C", "F", "C", "C", "C", "C", "C", "C", "H", "H", "H", "H", "H", "H", "H", "H", "H", "H", "H", "H", "H", "C", "C", "N", "C", "N", "C", "C", "C", "C", "N", "H", "H", "H", "H", "H", "H", "H", "H", "H", "H", "H", "H", "H"], "positions_angstrom": [[4.713, 3.402, 1.825], [3.333, 2.863, 1.800], [2.263, 3.754, 1.885], [2.506, 5.087, 1.930], [0.968, 3.290, 1.907], [0.675, 1.917, 1.787], [-0.624, 1.352, 1.754], [-1.921, 1.925, 1.732], [-2.209, 3.302, 1.661], [-3.500, 3.772, 1.735], [-3.736, 5.106, 1.771], [-4.573, 2.883, 1.809], [-5.951, 3.427, 1.857], [-4.315, 1.519, 1.806], [-3.027, 1.048, 1.776], [1.777, 1.038, 1.713], [3.069, 1.502, 1.727], [5.457, 2.605, 1.841], [4.903, 4.028, 0.953], [4.862, 4.021, 2.711], [0.205, 4.015, 2.094], [-0.627, 0.275, 1.752], [-1.448, 4.026, 1.458], [-6.697, 2.632, 1.880], [-6.089, 4.049, 2.742], [-6.146, 4.050, 0.983], [-5.144, 0.831, 1.827], [-2.848, -0.014, 1.776], [1.594, -0.021, 1.648], [3.894, 0.812, 1.692], [-1.372, -3.735, -1.125], [-0.936, -2.331, -0.701], [-0.024, -1.717, -1.568], [0.816, -2.474, -2.212], [0.856, -3.876, -2.123], [-0.139, -4.602, -1.327], [1.646, -4.690, -3.071], [2.891, -3.963, -3.577], [2.541, -2.550, -4.044], [1.730, -1.848, -3.054], [-2.062, -4.181, -0.394], [-1.928, -3.671, -2.068], [-1.807, -1.667, -0.609], [-0.482, -2.362, 0.297], [0.317, -4.868, -0.368], [-0.380, -5.542, -1.832], [1.910, -5.635, -2.581], [0.992, -4.946, -3.911], [3.634, -3.911, -2.773], [3.368, -4.529, -4.389], [3.441, -1.962, -4.264], [1.966, -2.600, -4.975], [1.660, -0.837, -3.164]], "nbo_charge": [-0.65, 0.04, 0.45, -0.31, -0.22, -0.10, 0.14, -0.17, -0.20, 0.45, -0.31, 0.05, -0.66, -0.23, -0.07, -0.08, -0.23, 0.23, 0.26, 0.25, 0.23, 0.23, 0.23, 0.23, 0.25, 0.25, 0.24, 0.23, 0.23, 0.24, -0.43, -0.22, -0.62, 0.60, -0.46, -0.20, -0.20, -0.42, -0.21, -0.62, 0.22, 0.21, 0.18, 0.15, 0.19, 0.21, 0.21, 0.18, 0.21, 0.23, 0.21, 0.18, 0.41]}

---

[2]
{"formula": "C35H52AsOOsP3", "method": "ωB97M-V/def2-TZVPD", "spin_multiplicity": 5, "molar_mass_g_mol": 846.9, "de_lowest_kcal_mol": 0.0, "e_lumo_ev": [-10.35, -13.86], "charge": 4, "elements": ["Os", "P", "P", "P", "H", "C", "C", "H", "C", "C", "C", "C", "C", "C", "C", "C", "C", "H", "H", "H", "H", "H", "H", "H", "H", "H", "H", "H", "H", "H", "H", "H", "H", "H", "H", "H", "H", "H", "H", "H", "H", "H", "H", "H", "H", "H", "C", "C", "C", "C", "C", "C", "O", "H", "H", "H", "H", "H", "H", "C", "C", "C", "C", "C", "C", "As", "C", "C", "C", "C", "C", "C", "C", "C", "C", "C", "C", "C", "H", "H", "H", "H", "H", "H", "H", "H", "H", "H", "H", "H", "H", "H", "H"], "positions_angstrom": [[-1.236, -0.278, -0.013], [-2.184, -2.336, -0.177], [-0.619, 0.297, -2.117], [-3.137, 0.945, 0.181], [0.820, 0.957, 1.316], [-0.273, 0.940, 1.400], [-0.903, -0.208, 2.052], [-0.264, -1.010, 2.428], [-1.148, -3.828, -0.126], [-3.143, -2.593, -1.705], [-3.389, -2.631, 1.164], [0.232, 1.897, -2.018], [0.565, -0.853, -2.878], [-1.898, 0.487, -3.402], [-3.813, 1.125, 1.876], [-4.631, 0.489, -0.792], [-2.893, 2.679, -0.356], [-0.745, 1.918, 1.540], [-1.777, -0.005, 2.674], [-0.712, -3.927, 0.874], [-0.338, -3.775, -0.863], [-1.760, -4.709, -0.360], [-2.521, -2.424, -2.590], [-4.001, -1.915, -1.739], [-3.502, -3.631, -1.715], [-2.931, -2.425, 2.139], [-3.697, -3.685, 1.125], [-4.273, -1.991, 1.046], [0.688, 2.114, -2.991], [1.017, 1.869, -1.255], [-0.458, 2.716, -1.771], [0.862, -0.459, -3.858], [0.109, -1.841, -3.008], [1.458, -0.963, -2.251], [-1.396, 0.589, -4.377], [-2.511, 1.380, -3.229], [-2.553, -0.392, -3.440], [-4.763, 1.678, 1.849], [-3.105, 1.672, 2.512], [-3.993, 0.138, 2.321], [-5.433, 1.220, -0.602], [-5.009, -0.503, -0.517], [-4.397, 0.498, -1.864], [-3.704, 3.308, 0.036], [-2.892, 2.769, -1.449], [-1.937, 3.067, 0.012], [-1.394, 6.014, -1.511], [-0.761, 7.208, -1.917], [-0.634, 8.225, -0.974], [-1.158, 8.078, 0.314], [-1.907, 6.946, 0.641], [-2.092, 5.940, -0.307], [-1.253, 4.850, -2.218], [-0.717, 5.035, -3.013], [-0.357, 7.293, -2.924], [-0.111, 9.144, -1.239], [-0.993, 8.856, 1.064], [-2.356, 6.834, 1.631], [-2.731, 5.084, -0.109], [4.835, -4.429, -2.074], [3.515, -4.296, -2.519], [2.596, -3.543, -1.775], [3.027, -2.910, -0.595], [4.353, -3.009, -0.176], [5.256, -3.785, -0.907], [1.709, -1.871, 0.479], [1.779, -3.023, 2.094], [1.550, -2.478, 3.371], [1.490, -3.315, 4.491], [1.683, -4.692, 4.348], [1.928, -5.236, 3.080], [1.981, -4.404, 1.952], [2.969, -0.415, 0.911], [3.615, -0.327, 2.152], [4.371, 0.811, 2.457], [4.534, 1.821, 1.503], [3.975, 1.681, 0.225], [3.203, 0.555, -0.082], [5.540, -5.033, -2.650], [3.188, -4.774, -3.446], [1.563, -3.446, -2.116], [4.683, -2.479, 0.717], [6.287, -3.878, -0.566], [1.446, -1.402, 3.507], [1.289, -2.888, 5.477], [1.634, -5.345, 5.221], [2.072, -6.313, 2.969], [2.204, -4.827, 0.968], [3.529, -1.128, 2.885], [4.822, 0.906, 3.446], [5.102, 2.719, 1.748], [4.131, 2.454, -0.531], [2.795, 0.423, -1.086]], "mulliken_charge": [0.80, 0.97, 1.18, 0.69, -0.04, -0.62, -0.66, -0.18, -1.05, -1.31, -1.34, -0.77, -1.00, -1.26, -1.57, -1.46, -1.66, 0.55, 0.64, 0.27, 0.04, 0.69, 0.36, 0.31, 0.57, 0.38, 0.52, 0.36, 0.67, 0.10, -0.26, 0.65, 0.31, 0.15, 0.57, 0.31, 0.28, 0.51, 0.43, 0.38, 0.56, 0.42, 0.32, 0.75, 0.51, 0.28, 0.86, -0.69, -0.42, -0.39, -0.51, 0.06, -0.27, 0.33, 0.41, 0.43, 0.45, 0.43, 0.33, -0.50, -0.67, 0.09, 0.28, -0.17, -0.80, 0.90, 1.12, -0.68, -0.89, -0.70, -0.69, -0.80, 0.27, -0.04, -0.89, -0.65, -0.67, -0.65, 0.45, 0.48, 0.05, 0.45, 0.49, 0.48, 0.44, 0.44, 0.46, 0.43, 0.64, 0.46, 0.43, 0.48, 0.56]}

---

[3]
{"formula": "C35H22ClHfN6O7S2", "method": "ωB97M-V/def2-TZVPD", "molar_mass_g_mol": 916.7, "de_lowest_kcal_mol": 18.1, "e_lumo_ev": [-1.01, -1.01], "charge": -1, "elements": ["Hf", "S", "C", "C", "C", "C", "N", "C", "C", "C", "S", "C", "N", "H", "H", "C", "C", "C", "C", "C", "C", "N", "N", "C", "C", "C", "C", "C", "N", "H", "H", "H", "H", "H", "H", "H", "H", "H", "O", "C", "O", "C", "C", "C", "N", "C", "C", "C", "O", "O", "H", "H", "H", "C", "C", "C", "C", "Cl", "C", "C", "C", "O", "C", "C", "O", "O", "H", "H", "H", "H", "H", "H", "H", "H"], "positions_angstrom": [[-0.151, 0.549, -0.879], [-2.743, -0.120, -1.240], [-2.642, -1.777, -0.829], [-3.818, -2.396, -0.470], [-3.839, -3.748, -0.012], [-5.131, -4.230, 0.451], [-6.230, -4.440, 0.860], [-2.653, -4.459, 0.042], [-1.478, -3.924, -0.542], [-1.431, -2.593, -0.962], [0.049, -2.021, -1.560], [-2.635, -5.836, 0.504], [-2.570, -6.949, 0.882], [-4.793, -1.897, -0.645], [-0.634, -4.555, -0.628], [-3.433, 2.895, -5.477], [-3.133, 3.378, -4.196], [-2.125, 2.827, -3.452], [-1.418, 1.746, -3.974], [-1.783, 1.153, -5.194], [-2.774, 1.781, -5.972], [-0.467, 1.122, -3.165], [0.314, 0.349, -3.912], [1.581, 0.311, -3.434], [2.604, -0.094, -4.328], [3.913, -0.204, -3.852], [4.167, 0.206, -2.548], [3.150, 0.616, -1.711], [1.876, 0.557, -2.105], [-4.200, 3.294, -6.128], [-3.581, 4.279, -3.791], [-1.818, 3.351, -2.567], [-1.278, 0.221, -5.518], [-2.989, 1.353, -6.961], [2.310, -0.338, -5.347], [4.722, -0.636, -4.488], [5.169, 0.203, -2.162], [3.251, 0.931, -0.697], [-3.060, 3.825, 4.902], [-2.586, 4.437, 3.939], [-2.227, 5.598, 3.783], [-2.153, 3.629, 2.759], [-2.537, 2.230, 2.770], [-2.160, 1.424, 1.704], [-1.324, 1.901, 0.743], [-1.075, 3.217, 0.692], [-1.577, 4.115, 1.606], [-0.181, 3.603, -0.487], [0.011, 4.751, -0.852], [0.336, 2.498, -1.061], [-3.118, 1.814, 3.586], [-2.354, 0.359, 1.626], [-1.392, 5.153, 1.394], [2.628, -3.830, 4.022], [3.521, -2.583, 4.002], [4.883, -2.577, 3.979], [5.689, -1.414, 3.720], [7.378, -1.415, 3.825], [5.056, -0.231, 3.410], [3.664, -0.190, 3.439], [2.917, -1.311, 3.652], [1.561, -1.406, 3.328], [0.769, -0.212, 3.004], [0.606, -0.051, 1.505], [-0.350, -0.667, 0.910], [1.396, 0.658, 0.820], [2.516, -4.225, 5.042], [3.039, -4.597, 3.327], [1.562, -3.575, 3.767], [5.469, -3.518, 4.056], [5.628, 0.657, 3.255], [3.182, 0.692, 2.959], [1.156, 0.728, 3.464], [-0.230, -0.390, 3.420]], "mulliken_charge": [0.95, -0.37, 0.83, -1.11, 0.65, -0.15, -0.54, 0.54, -1.06, 0.67, -0.46, -0.19, -0.57, 0.36, 0.54, -0.47, -0.85, 0.17, 0.11, -0.32, -0.59, 0.83, -0.61, 0.07, -0.56, -0.29, -0.69, -0.61, 0.17, 0.37, 0.44, 0.29, 0.40, 0.35, 0.48, 0.37, 0.41, 0.65, -0.73, 0.48, -0.70, 0.33, -1.01, -0.42, 0.41, 0.65, -0.81, 0.06, -0.70, -0.61, 0.50, 0.55, 0.60, -1.18, 0.28, -0.37, 0.15, -0.24, -0.78, -0.29, 0.88, -0.35, -1.25, 1.70, -0.46, -0.46, 0.32, 0.29, 0.23, 0.31, 0.45, 0.17, 0.44, 0.33]}